A structure of composition C22H14ClIrN2PS2, computed with ωB97M-V/def2-TZVPD.

Output
HOMO-LUMO gap (spin up / spin down)	7.42 / 6.06	eV
2S+1	5
HOMO energy (spin up / spin down)	-11.29 / -12.68	eV
calculated total energy	-72333.3323	eV
net charge	+1
<S²>	6.02
lowest unoccupied orbital energy (spin up / spin down)	-0.14235 / -0.24339	Eh

Each line ends with the Mulliken charge.
Atoms and positions in Å:
Ir1 0.72335 -1.95394 0.74837  0.863
Cl1 0.30179 -1.02220 3.19238  -0.237
C1 0.63024 0.68668 2.86637  0.913
C2 1.05985 1.44910 3.93199  -0.717
C3 1.33080 2.79428 3.71158  -0.469
C4 1.17629 3.34618 2.44981  -0.824
C5 0.74486 2.55924 1.39440  -0.186
C6 0.45456 1.20838 1.58611  -0.189
P1 -0.10809 0.16524 0.22371  0.133
C7 -1.90482 0.16863 0.25452  0.475
C8 -2.57032 -0.68134 -0.63144  -0.142
C9 -3.95249 -0.71309 -0.64685  -0.774
C10 -4.67433 0.09174 0.22640  -0.490
C11 -4.01512 0.93105 1.11144  -0.746
C12 -2.62936 0.97497 1.12774  -0.355
C13 0.45238 0.90156 -1.31095  0.443
C14 -0.41157 1.65510 -2.10363  -0.118
C15 0.05857 2.22813 -3.27415  -0.735
C16 1.38179 2.05144 -3.65195  -0.471
C17 2.24472 1.30112 -2.86298  -0.730
C18 1.78192 0.72160 -1.69500  -0.270
H1 1.18791 1.00571 4.90818  0.480
H2 1.67260 3.40568 4.53436  0.405
H3 1.39655 4.39090 2.28350  0.425
H4 0.63754 2.98865 0.40701  0.463
H5 -2.01044 -1.31509 -1.31130  0.432
H6 -4.46680 -1.36890 -1.33504  0.427
H7 -5.75488 0.06257 0.21691  0.407
H8 -4.57808 1.55510 1.79065  0.424
H9 -2.12180 1.63502 1.81904  0.387
H10 -1.44552 1.79000 -1.81264  0.431
H11 -0.60978 2.81082 -3.89268  0.425
H12 1.74269 2.49654 -4.56841  0.405
H13 3.27415 1.16257 -3.16196  0.425
H14 2.45355 0.13143 -1.08312  0.302
S1 2.92024 -2.73633 0.24264  -0.336
C19 2.52506 -4.23934 -0.39528  0.696
C20 3.61162 -5.07320 -0.78434  -0.218
N1 4.49573 -5.73073 -1.10801  -0.286
C21 1.20968 -4.74357 -0.56402  0.726
S2 -0.21537 -3.94946 -0.14865  -0.283
C22 1.06506 -6.04527 -1.12093  -0.226
N2 0.93527 -7.09696 -1.56377  -0.286

=====

A cluster of 2 separate species, C2H4Br2S2 in total, computed with ωB97M-V/def2-TZVPD.

Output
HOMO-LUMO gap (spin up / spin down)	8.08 / 7.09	eV
2S+1	1
HOMO energy (spin up / spin down)	-8.25 / -7.49	eV
calculated total energy	-163890.2756	eV
net charge	0
lowest unoccupied orbital energy (spin up / spin down)	-0.00621 / -0.01450	Eh

Each line ends with the Mulliken charge.
Atoms and positions in Å:
C1 -0.19977 -0.04747 -0.05166  -0.878
C2 2.38364 0.06616 -0.63044  -0.430
S1 -0.52497 -0.92986 2.56190  -0.174
S2 -0.54486 -1.57280 0.60825  0.056
Br1 2.75612 -1.76092 -0.16042  -0.048
Br2 2.79027 1.53112 0.52565  -0.070
H1 0.00802 -0.00358 -1.04798  0.544
H2 -0.64863 0.82688 0.47384  0.352
H3 2.58416 0.16173 -1.66055  0.473
H4 -0.64206 -2.25515 3.16084  0.176

=====

A cluster of 2 separate species, C3H4O2 in total, computed with ωB97M-V/def2-TZVPD.

Output
SMILES	C=C=O.C=O
HOMO-LUMO gap	9.43	eV
2S+1	1
HOMO energy	-9.42	eV
calculated total energy	-7267.9999	eV
net charge	0
lowest unoccupied orbital energy	0.00031	Eh

Each line ends with the Mulliken charge.
Atoms and positions in Å:
C1 1.35108 -0.29308 -0.06626  -0.995
C2 0.63654 0.81282 -0.10693  0.828
O1 0.15370 1.88079 -0.09423  -0.404
H1 2.41229 -0.11698 -0.04040  0.264
H2 0.94006 -1.29114 -0.18715  0.287
C3 -1.39091 -0.23671 0.12132  -0.069
O2 -1.56872 -1.20225 -0.57311  -0.413
H3 -0.50449 -0.22322 0.83243  0.199
H4 -2.02954 0.66976 0.11434  0.305

=====

The molecule C5H7NO, computed with ωB97M-V/def2-TZVPD.

Output
SMILES	CC(=O)[C@@]12C[C@@H]1N2
HOMO-LUMO gap	9.92	eV
2S+1	1
HOMO energy	-8.97	eV
calculated total energy	-8831.4918	eV
net charge	0
lowest unoccupied orbital energy	0.03476	Eh

Each line ends with the Mulliken charge.
Atoms and positions in Å:
C1 -1.73530 0.48059 -0.48383  -1.072
C2 -0.53144 -0.32319 -0.95363  0.518
O1 -0.24840 -0.65565 -2.08810  -0.610
C3 0.24449 -0.64460 0.19162  0.490
C4 1.32111 0.51735 -0.02193  -0.521
C5 0.87901 -0.03010 1.28646  -0.262
N1 0.82620 -1.52448 1.11832  -0.552
H1 -1.87598 1.29924 -1.17129  0.339
H2 -1.72787 0.84380 0.56064  0.293
H3 -2.54163 -0.25668 -0.54888  0.332
H4 2.20897 0.26426 -0.58990  0.266
H5 0.98494 1.55239 -0.22934  0.225
H6 0.55280 0.48836 2.16794  0.321
H7 1.64309 -2.01129 0.76192  0.233

=====

A structure of composition C9H12ClNZn, computed with ωB97M-V/def2-TZVPD.

Output
HOMO-LUMO gap (spin up / spin down)	2.95 / 2.95	eV
2S+1	1
HOMO energy (spin up / spin down)	1.75 / 1.75	eV
calculated total energy	-71951.9967	eV
net charge	-2
lowest unoccupied orbital energy (spin up / spin down)	0.17261 / 0.17264	Eh

Each line ends with the Mulliken charge.
Atoms and positions in Å:
C1 0.99531 -1.25085 -1.30613  -0.698
C2 -0.39890 -1.38234 -1.72835  -0.391
C3 -1.06827 -2.17262 -0.74765  -0.556
C4 -0.14352 -2.49060 0.29318  -0.548
C5 1.10705 -1.88522 -0.01771  -0.577
Zn1 0.50003 1.20233 1.84139  -0.492
C6 -1.23152 1.70341 -0.30414  -0.572
C7 0.19056 1.84122 -0.61284  0.753
C8 0.58649 2.36241 -1.80936  -1.270
N1 1.23561 1.53136 0.16299  -0.406
H1 -2.14047 -2.42444 -0.79428  0.292
H2 -0.78844 -0.94168 -2.66401  0.326
H3 -0.36213 -3.05989 1.19577  0.388
H4 2.01435 -1.92705 0.58171  0.402
H5 1.76684 -0.67025 -1.80239  0.451
H6 -1.88677 2.15830 -1.13386  0.103
H7 2.11726 1.23429 -0.19706  0.321
H8 -1.56271 1.02320 0.43577  0.088
H9 -0.00383 2.63175 -2.63952  0.295
H10 1.65048 2.37478 -1.93346  0.240
Cl1 0.38577 -1.05209 3.51819  -0.287
C9 -0.60813 0.31787 3.11527  -0.444
H11 -1.46184 -0.07642 2.59783  0.229
H12 -0.89319 0.95251 3.94866  0.353

=====

A cluster of 2 separate species, C3H10OS2 in total, computed with ωB97M-V/def2-TZVPD.

Output
SMILES	CCO.CSS
HOMO-LUMO gap	8.73	eV
2S+1	1
HOMO energy	-8.11	eV
calculated total energy	-26990.6137	eV
net charge	0
lowest unoccupied orbital energy	0.02271	Eh

Each line ends with the Mulliken charge.
Atoms and positions in Å:
C1 -0.61727 0.21706 -2.57605  -1.032
C2 0.80619 0.09320 -2.11990  -0.264
O1 0.99308 0.27498 -0.72875  -0.450
H1 -1.29415 -0.39121 -1.97316  0.263
H2 -0.69364 -0.15169 -3.59929  0.345
H3 -1.01269 1.23462 -2.50409  0.326
H4 1.14275 -0.92225 -2.33576  0.268
H5 1.44436 0.76146 -2.71441  0.264
H6 0.74906 1.16921 -0.47891  0.281
C3 0.54900 -0.90381 2.24116  -0.790
S1 0.13606 0.55715 3.25007  -0.059
S2 -1.86794 0.11403 3.59165  -0.200
H7 0.44277 -1.78209 2.87063  0.384
H8 -0.12574 -0.95456 1.39430  0.258
H9 1.56040 -0.70759 1.90263  0.257
H10 -2.21224 1.39147 3.77988  0.147